[1]
Here is C24H60In2N4NaO12P as an isolated structure at a distorted geometry from the Open Molecules 2025 dataset. Energies are from the ωB97M-V functional and the def2-TZVPD basis.

Values from the calculation:
charge: +4
Kohn-Sham gap: 1.00 eV

```
104
Properties=species:S:1:pos:R:3:forces:R:3:lowdin_charge:R:1
In -5.493306 -0.121117 -6.088680 -0.098 0.014 0.304 0.9669
In 1.683281 -1.869207 -8.934223 0.019 -0.232 -0.016 0.9947
P -0.546479 -0.752114 -3.362084 0.967 -0.358 1.375 0.0284
Na 2.940547 3.495197 -5.065540 -0.015 0.061 0.231 0.9580
O -0.884765 -2.035967 -4.219018 0.340 1.271 0.469 -0.1372
O -1.900849 -0.507267 -2.576511 2.909 -0.656 -0.516 -0.2679
O -0.521557 -2.089203 5.485870 -1.366 1.779 -0.306 -0.1474
O -5.903622 -1.801598 8.518664 -0.815 -0.566 -0.448 -0.1259
O 6.504042 2.548382 3.065295 0.988 0.091 0.585 -0.1869
O 3.477478 6.525255 -1.040450 -0.028 -0.384 0.062 -0.2368
O -8.263523 0.356440 -2.570862 -0.257 -0.730 0.603 -0.2028
O 3.434140 -6.608565 -5.971470 -0.801 -1.458 1.312 -0.1644
O 8.009667 -5.420257 -3.566346 -0.856 -0.257 0.053 -0.2072
O -0.611951 0.212982 -4.554922 0.162 0.060 -0.993 -0.2095
O -5.832596 4.183349 -3.617091 -0.005 0.343 -2.117 -0.1942
O 0.942873 -0.724434 -2.793688 -4.317 -0.029 -0.816 -0.3787
N 5.176691 -4.513822 -4.620978 -0.081 -2.741 1.235 0.0263
N 4.591950 3.963585 0.279542 0.160 -0.253 0.520 -0.0108
N -6.933705 2.619597 -1.525932 0.545 -0.174 -0.221 0.0086
N -2.811278 -1.186057 7.007938 0.070 0.665 -3.556 0.0490
C 7.413549 -4.150932 -3.278737 0.529 -1.218 -0.341 -0.1708
C 3.646482 4.909947 0.806230 -0.490 1.602 -0.942 -0.1457
C 3.333042 7.897257 -1.461438 0.491 -1.861 -0.312 -0.0658
C -7.944542 1.903033 -0.781995 -1.265 2.433 0.447 -0.2208
C -4.811225 -2.163574 7.727550 -0.708 1.009 0.472 -0.1801
C -8.010374 0.477080 -1.146982 1.156 0.165 -1.231 -0.1882
C -6.526685 -2.805551 9.340658 -0.633 1.228 1.136 -0.0380
C -2.106710 -0.315593 6.102415 2.305 0.314 -0.129 -0.1366
C 6.524399 2.283927 4.493679 -0.655 0.863 -0.332 -0.0595
C 5.218450 -6.069978 -4.358688 0.405 0.519 -0.580 -0.1041
C -9.635774 0.400687 -2.971861 -0.246 0.707 0.559 -0.0865
C -4.879939 4.779250 -4.590016 -0.243 0.356 2.028 -0.0493
C 9.055764 -5.832475 -2.685278 0.322 1.402 0.009 -0.0543
C -6.823358 4.057394 -1.377654 -1.911 0.826 -1.013 -0.1619
C 2.067505 -7.086896 -6.004075 -0.457 1.200 -0.964 -0.1037
C -5.791499 4.729152 -2.322170 2.036 -1.910 1.607 -0.2216
C -4.190379 -0.834882 7.115054 -0.727 -2.864 2.614 -0.1225
C 3.678179 6.455995 0.355664 0.639 -1.652 -0.325 -0.1887
C 5.718526 3.666188 1.105980 1.382 -0.005 0.345 -0.1747
C 5.437995 3.340557 2.608154 0.750 -0.662 0.079 -0.2252
C 0.398729 -2.673212 4.639527 2.098 -1.840 0.195 -0.1224
C -1.247406 -0.981714 4.948907 -1.652 -1.127 0.878 -0.1527
C 3.876621 -6.780041 -4.608918 -0.249 2.525 0.213 -0.2133
C 6.433777 -3.847974 -4.491793 1.444 -0.349 0.361 -0.1871
H 0.880795 -3.450185 5.232831 0.192 0.168 0.428 0.0989
H 6.043021 -6.589790 -4.846524 0.033 0.705 -0.632 0.1220
H -4.885243 4.454369 -5.630467 -1.112 -0.593 0.275 0.0767
H -4.704017 -0.500953 6.213514 0.200 0.194 -0.069 0.1408
H 9.087330 -6.888533 -2.417226 -0.465 0.076 -0.405 0.1011
H 4.166828 3.058582 0.136925 -0.521 0.133 -0.556 0.1228
H 1.656088 -7.049820 -7.012758 0.771 -0.402 -0.432 0.0809
H 9.968086 -5.528757 -3.198619 0.366 -0.370 0.091 0.1013
H -4.128024 -2.633476 8.435030 0.895 -0.055 -0.258 0.1403
H 3.189553 7.799039 -2.537485 -0.851 0.396 0.092 0.0833
H 4.537282 2.746733 2.763669 -0.616 0.378 -0.055 0.1260
H -4.224176 -0.130447 7.946151 -0.562 0.591 -0.189 0.1505
H -5.126687 -2.903660 6.992120 0.204 -0.125 -0.357 0.1391
H 2.846176 6.899163 0.902904 -0.078 0.251 0.093 0.1191
H 3.237979 -6.190196 -3.951406 -0.832 0.336 -0.054 0.1081
H 7.055626 -4.213082 -5.309178 0.112 0.427 -0.294 0.1287
H 9.018078 -5.213550 -1.788831 -0.036 -0.231 0.338 0.0866
H 2.503348 8.238727 -0.842484 0.162 1.112 -0.592 0.0981
H -7.557327 -2.476192 9.472520 -0.024 0.065 -0.215 0.1029
H -6.728364 4.274236 -0.313674 0.921 0.510 0.230 0.1328
H -7.666768 2.060014 0.260272 -0.188 -0.510 0.712 0.1390
H 6.779893 3.120578 5.143936 0.304 0.778 -0.589 0.0863
H 1.224176 -2.036187 4.321836 -0.294 0.491 -0.155 0.0982
H -7.797476 4.507420 -1.569152 -0.372 -0.311 -0.309 0.1277
H -3.866729 4.556997 -4.255192 0.160 0.171 0.293 0.0773
H 6.306130 -2.765836 -4.519622 -0.150 -0.049 -0.200 0.1162
H 1.844621 -8.073242 -5.597189 0.604 -0.036 0.171 0.0969
H 4.599514 7.004965 0.550213 0.196 -0.233 0.627 0.1263
H 7.073781 -4.140063 -2.243109 -0.770 -0.084 0.016 0.1222
H 4.559318 -4.155819 -3.906295 -0.620 0.167 -0.063 0.1121
H -0.742783 -0.264912 4.301113 0.827 0.185 0.717 0.1309
H -5.049455 5.855974 -4.583362 0.172 0.066 -0.086 0.0896
H -6.082482 2.152893 -1.247185 0.733 0.135 -0.579 0.1287
H -6.957585 0.226711 -1.016374 0.007 -1.140 -0.204 0.1197
H -8.612623 -0.088617 -0.436076 -0.322 -0.228 -0.494 0.1405
H 2.671060 4.613311 0.420648 -0.152 -0.115 0.391 0.1214
H 8.215286 -3.412484 -3.274895 0.003 0.517 -0.520 0.1275
H 3.691154 -7.763745 -4.177615 0.943 -0.481 -0.535 0.1332
H -2.640539 -2.132451 6.699241 0.215 -0.697 0.593 0.1372
H 5.513859 -6.137829 -3.311679 -0.345 -0.267 0.358 0.1194
H -6.568765 -3.879892 9.161394 0.760 0.139 -1.096 0.1063
H 7.285196 1.547962 4.753764 -0.558 -0.435 -0.535 0.0968
H 4.304413 8.390090 -1.421036 -0.192 0.518 0.812 0.0953
H -5.558275 5.787835 -2.208668 -1.280 0.421 -0.398 0.1314
H -2.707484 0.470816 5.645565 -0.359 -0.099 0.258 0.1301
H 0.085280 -3.319457 3.819637 -1.047 0.695 -0.484 0.0977
H -6.093488 -2.657159 10.329801 0.246 -0.201 0.255 0.1079
H -4.892281 4.351752 -1.835256 0.977 -0.289 -0.163 0.1053
H 5.449175 4.304511 3.116841 -0.480 0.041 0.385 0.1281
H -2.014038 -1.353757 4.269228 -0.303 -0.504 -0.257 0.1252
H 3.698236 4.865772 1.894097 -0.394 0.303 0.188 0.1113
H -10.126335 1.272601 -2.539152 -0.107 0.070 0.256 0.0835
H 5.489684 2.109494 4.788710 0.045 -0.991 0.207 0.0815
H 6.250963 2.834590 0.644408 -0.021 -0.154 0.220 0.1287
H -8.912722 2.397394 -0.861506 -0.068 0.170 -0.301 0.1316
H 1.401512 -6.349025 -5.556764 0.129 0.056 0.896 0.0797
H -1.376201 0.187808 6.735689 0.459 0.511 0.063 0.1466
H 6.442400 4.478694 1.168746 -0.082 0.257 -0.381 0.1334
H -9.736801 0.575928 -4.042935 0.509 -0.342 -0.046 0.0866
H -10.211337 -0.478666 -2.682814 0.216 -0.195 0.006 0.0938
```
Forces are in eV/Å.


[2]
Here is a single C2H5NOS2 molecule at a distorted geometry from the Open Molecules 2025 dataset. Energies are from the ωB97M-V functional and the def2-TZVPD basis.

Values from the calculation:
SMILES: OCC(=S)NS
Kohn-Sham gap: 8.92 eV

```
11
Properties=species:S:1:pos:R:3:forces:R:3:nbo_charge:R:1
S 0.856174 2.250786 -0.081150 -0.375 0.218 -0.186 -0.0892
S 2.631618 -0.515953 -0.124577 0.929 -0.043 -0.399 0.2164
O -1.506130 -1.031221 0.029848 -0.337 -0.279 -1.419 -0.7182
N 0.966510 -0.386916 -0.193071 -1.080 -1.939 0.967 -0.7691
C 0.238304 0.750681 -0.147928 -0.840 -0.660 0.564 0.0592
C -1.291033 0.369778 -0.012738 0.485 0.856 1.186 -0.1304
H -1.654492 0.801433 0.974126 0.490 -0.455 -1.264 0.2153
H -1.675475 -1.304230 -0.907620 0.187 0.098 1.330 0.4796
H 2.871192 -0.465169 1.201757 -0.321 0.168 0.025 0.1022
H -1.873040 0.798411 -0.822643 0.115 0.381 -0.031 0.2015
H 0.436372 -1.267595 0.083993 0.747 1.655 -0.773 0.4328
```
Forces are in eV/Å.


Calculated total energy: -2954.250492; -1005.540901 (hartree)
Energy above the lowest of the compared OMol25 structures with the same formula, charge and spin: 175.78; 20.64 (kcal per mole)